Entry 1:
{
  "formula": "C38H40N2S4Sb3Ti",
  "method": "the ωB97M-V functional and the def2-TZVPD basis",
  "elements": ["Ti", "C", "Sb", "C", "C", "C", "C", "C", "C", "C", "C", "C", "Sb", "C", "C", "H", "H", "H", "H", "H", "H", "H", "H", "H", "H", "H", "H", "H", "H", "H", "H", "H", "H", "H", "H", "S", "Sb", "C", "C", "C", "C", "C", "C", "C", "C", "C", "C", "C", "C", "C", "C", "C", "C", "C", "C", "H", "H", "H", "H", "H", "H", "H", "H", "H", "H", "H", "H", "H", "H", "H", "S", "C", "S", "C", "N", "N", "C", "C", "C", "C", "C", "C", "S", "H", "H", "H", "H", "H"],
  "xyz": [[-0.19066, -0.56151, -0.73190], [-0.65818, 2.12119, -3.87396], [-0.53812, 2.04044, -1.75749], [0.90391, 3.52607, -1.31890], [-2.36892, 2.99773, -1.16039], [-2.23509, 3.64843, 0.18453], [-1.77190, 4.96528, 0.23532], [-1.60994, 5.63323, 1.43489], [-1.92391, 4.98775, 2.62290], [-2.39670, 3.68901, 2.58686], [-2.55548, 2.99770, 1.38385], [-3.08345, 1.59437, 1.43922], [-1.52742, 0.13322, 1.66804], [-2.55572, -1.38886, 2.73462], [-0.34005, 0.97508, 3.20453], [0.28819, 1.80833, -4.31149], [-0.87461, 3.14349, -4.17884], [-1.45196, 1.46008, -4.21623], [0.66104, 4.43667, -1.86324], [1.88693, 3.16881, -1.61901], [0.89995, 3.72895, -0.24962], [-3.16081, 2.25224, -1.21168], [-2.56484, 3.74360, -1.93101], [-1.55646, 5.48149, -0.69353], [-1.26040, 6.65661, 1.44225], [-1.82191, 5.50092, 3.56938], [-2.67488, 3.19933, 3.51335], [-3.66137, 1.30841, 0.56194], [-3.72233, 1.46440, 2.31310], [-3.00455, -0.94636, 3.62235], [-1.85522, -2.16841, 3.03087], [-3.33584, -1.82275, 2.11180], [-0.95317, 1.15462, 4.08575], [0.09281, 1.91238, 2.86066], [0.45853, 0.27499, 3.44706], [1.79737, 0.46680, 0.24911], [2.98567, -1.52743, 0.44883], [2.23770, -2.55140, -1.23817], [2.34958, -3.92857, -1.36681], [1.82908, -4.55610, -2.49444], [1.18738, -3.81987, -3.47821], [1.07070, -2.44022, -3.35614], [1.60949, -1.80265, -2.24415], [5.03537, -1.18482, 0.44980], [5.85622, -2.10318, 1.09776], [7.22838, -1.90177, 1.07735], [7.75773, -0.79879, 0.42146], [6.92750, 0.11329, -0.21741], [5.55409, -0.07482, -0.20853], [2.42804, -2.55658, 2.17147], [1.53681, -3.62133, 2.09266], [1.12042, -4.24649, 3.26021], [1.59298, -3.80476, 4.48825], [2.48669, -2.74244, 4.55996], [2.91037, -2.11048, 3.40079], [2.83657, -4.52578, -0.60554], [1.91591, -5.62981, -2.59425], [0.79157, -4.32318, -4.34923], [0.59435, -1.85945, -4.13595], [1.66244, -0.70936, -2.22572], [5.44331, -2.95926, 1.61910], [7.88187, -2.60422, 1.57627], [8.82846, -0.64581, 0.41086], [7.34988, 0.97239, -0.72029], [4.90321, 0.63968, -0.69833], [1.17312, -3.99580, 1.14217], [0.43721, -5.08375, 3.19932], [1.27207, -4.29694, 5.39670], [2.85889, -2.40917, 5.51931], [3.61179, -1.28587, 3.46310], [-0.34190, -5.90168, -0.07328], [-1.10788, -4.66384, -0.82111], [-1.29941, -3.05899, -0.07895], [-2.01886, -2.46386, -1.56918], [-2.18425, -3.37450, -2.45152], [-1.74792, -4.59563, -2.01737], [-1.96668, -5.70115, -2.91605], [-2.35695, -6.93525, -2.42169], [-2.57771, -7.97252, -3.31534], [-2.41953, -7.77223, -4.67816], [-2.05392, -6.52256, -5.15887], [-1.82817, -5.47709, -4.27915], [-2.28975, -0.75805, -1.80651], [-2.49472, -7.08792, -1.36221], [-2.88481, -8.93929, -2.94103], [-2.59605, -8.58612, -5.36790], [-1.95471, -6.35721, -6.22305], [-1.58423, -4.48910, -4.64359]],
  "atomic_forces_ev_per_a": [[0.0, -0.1, 0.1], [0.0, 0.0, 0.0], [0.0, 0.0, 0.0], [0.0, 0.0, 0.0], [0.0, 0.0, 0.0], [0.0, 0.0, 0.0], [0.0, 0.0, 0.0], [0.0, 0.0, 0.0], [0.0, 0.0, 0.0], [0.0, 0.0, 0.0], [0.0, 0.0, 0.0], [0.0, 0.0, 0.0], [0.0, 0.0, 0.0], [0.0, 0.0, 0.0], [0.0, 0.0, 0.0], [0.0, 0.0, 0.0], [0.0, 0.0, 0.0], [0.0, 0.0, 0.0], [0.0, 0.0, 0.0], [0.0, 0.0, 0.0], [0.0, 0.0, 0.0], [0.0, 0.0, 0.0], [0.0, 0.0, 0.0], [0.0, 0.0, 0.0], [0.0, 0.0, 0.0], [0.0, 0.0, 0.0], [0.0, 0.0, 0.0], [0.0, 0.0, 0.0], [0.0, 0.0, 0.0], [0.0, 0.0, 0.0], [0.0, 0.0, 0.0], [0.0, 0.0, 0.0], [0.0, 0.0, 0.0], [0.0, 0.0, 0.0], [0.0, 0.0, 0.0], [0.0, 0.0, 0.0], [0.0, 0.0, 0.0], [0.0, 0.0, 0.0], [0.0, 0.0, 0.0], [0.0, 0.0, 0.0], [0.0, 0.0, 0.0], [0.0, 0.0, 0.0], [0.0, 0.0, 0.0], [0.0, 0.0, 0.0], [0.0, 0.0, 0.0], [0.0, 0.0, 0.0], [0.0, 0.0, 0.0], [0.0, 0.0, 0.0], [0.0, 0.0, 0.0], [0.0, 0.0, 0.0], [0.0, 0.0, 0.0], [0.0, 0.0, 0.0], [0.0, 0.0, 0.0], [0.0, 0.0, 0.0], [0.0, 0.0, 0.0], [0.0, 0.0, 0.0], [0.0, 0.0, 0.0], [0.0, 0.0, 0.0], [0.0, 0.0, 0.0], [0.0, 0.0, 0.0], [0.0, 0.0, 0.0], [0.0, 0.0, 0.0], [0.0, 0.0, 0.0], [0.0, 0.0, 0.0], [0.0, 0.0, 0.0], [0.0, 0.0, 0.0], [0.0, 0.0, 0.0], [0.0, 0.0, 0.0], [0.0, 0.0, 0.0], [0.0, 0.0, 0.0], [0.0, 0.0, 0.0], [0.0, 0.0, 0.0], [0.0, 0.0, 0.0], [0.0, -0.1, 0.0], [0.0, 0.1, 0.0], [0.0, 0.0, 0.0], [0.0, 0.0, 0.0], [0.0, 0.0, 0.0], [0.0, 0.0, 0.0], [0.0, 0.0, 0.0], [0.0, 0.0, 0.0], [0.0, 0.0, 0.0], [0.0, 0.0, -0.1], [0.0, 0.0, 0.0], [0.0, 0.0, 0.0], [0.0, 0.0, 0.0], [0.0, 0.0, 0.0], [0.0, 0.0, 0.0]],
  "mulliken_spin": [1.01, 0.01, -0.01, 0.00, 0.00, 0.00, 0.00, 0.00, 0.00, 0.00, 0.00, 0.01, -0.01, 0.00, 0.00, 0.00, 0.00, 0.00, 0.00, 0.00, 0.00, 0.00, 0.00, 0.00, 0.00, 0.00, 0.00, 0.00, 0.00, 0.00, 0.00, 0.00, 0.00, 0.00, 0.00, -0.02, 0.00, -0.01, 0.00, 0.00, 0.00, 0.01, 0.03, 0.00, 0.00, 0.00, 0.00, 0.00, 0.00, 0.00, 0.00, 0.00, 0.00, 0.00, 0.00, 0.00, 0.00, 0.00, 0.00, 0.00, 0.00, 0.00, 0.00, 0.00, 0.00, 0.00, 0.00, 0.00, 0.00, 0.00, 0.00, 0.01, -0.02, 0.01, 0.01, 0.00, 0.00, 0.00, 0.00, 0.00, 0.00, 0.00, -0.05, 0.00, 0.00, 0.00, 0.00, 0.00],
  "homo_energy_ev": [-12.8, -12.8],
  "total_charge": 2,
  "gap_ha": [0.2395, 0.2486],
  "multiplicity": 2
}

---

Entry 2:
{
  "formula": "H80O40",
  "method": "the ωB97M-V functional and the def2-TZVPD basis",
  "elements": ["H", "H", "O", "H", "H", "O", "H", "H", "O", "H", "H", "O", "H", "H", "O", "H", "O", "H", "O", "H", "H", "O", "H", "H", "O", "H", "H", "O", "H", "H", "O", "H", "O", "H", "H", "O", "H", "H", "O", "H", "H", "O", "H", "H", "O", "H", "H", "O", "H", "H", "O", "H", "O", "H", "H", "O", "H", "O", "H", "H", "O", "H", "H", "O", "H", "H", "O", "H", "H", "O", "H", "H", "O", "H", "H", "O", "H", "H", "O", "H", "H", "O", "H", "H", "O", "H", "H", "O", "H", "O", "H", "H", "O", "H", "H", "H", "H", "H", "H", "O", "H", "H", "O", "H", "H", "O", "H", "H", "O", "H", "H", "O", "H", "H", "O", "H", "H", "O", "H", "H"],
  "xyz": [[1.95708, 2.77920, -1.60427], [0.99648, 2.60699, -0.46600], [1.90395, 2.87950, -0.64332], [-1.61266, -1.82949, 0.22749], [-0.35199, -2.80911, 0.10775], [-0.95202, -2.34666, 0.68978], [-3.52086, 2.97370, 2.21162], [-4.25639, 1.79496, 2.83016], [-4.22046, 2.33819, 2.02857], [4.08452, -2.46296, -2.09344], [5.44031, -1.79451, -2.47919], [4.50924, -1.85137, -2.70463], [-0.34053, -4.71106, 3.77358], [0.16843, -5.21669, 2.49639], [-0.50548, -5.43555, 3.16111], [1.42407, 0.92738, -3.46600], [0.74554, 1.60184, -3.41832], [-0.85770, -4.86156, -2.61363], [-1.55903, -4.85532, -1.95538], [-0.97200, 4.61834, -4.23925], [0.29030, 4.61542, -3.17586], [-0.51142, 5.03668, -3.51027], [-0.52431, -0.71047, -5.57868], [-1.48042, 0.43112, -5.77521], [-1.45881, -0.48866, -5.48738], [-3.52892, 2.38422, -0.66397], [-2.15798, 2.39694, -1.29773], [-2.76396, 1.81859, -0.81515], [0.81480, 5.25113, 1.26554], [1.34788, 4.36999, 0.13560], [0.61963, 4.99003, 0.34730], [1.36064, -0.73199, 1.61078], [1.54500, 0.07612, 1.13287], [-2.26042, 0.39761, 1.52570], [-1.85589, 0.77207, 0.12301], [-1.55049, 0.25730, 0.89172], [-1.24183, 4.96995, -1.30365], [-2.49524, 4.92760, -0.30869], [-1.88372, 4.42437, -0.84454], [-5.70711, -0.72099, -0.03527], [-5.32331, -1.68262, 1.06170], [-6.08955, -1.20814, 0.70930], [5.59874, 0.68676, -0.11328], [5.07352, 0.85234, -1.49090], [5.86908, 1.02496, -0.97476], [-2.14890, 3.97359, -3.03852], [-3.53275, 4.25706, -3.31560], [-2.79781, 3.79089, -3.73512], [3.54518, -1.39076, 0.16856], [4.40765, -2.64023, 0.32681], [4.39630, -1.76887, -0.08183], [1.59044, 5.51285, -1.79880], [1.98560, 4.83804, -2.35845], [-1.62925, 0.89945, 5.32613], [-0.67469, 0.96466, 6.55069], [-1.51319, 1.23756, 6.21390], [5.29126, 0.42822, 3.14974], [6.01021, 0.01660, 2.66978], [-2.80010, -1.97060, -4.61443], [-3.59772, -3.05236, -3.72278], [-3.31806, -2.13866, -3.83270], [0.70601, -3.96313, 0.74191], [1.45261, -4.99644, 0.11557], [1.03020, -4.16721, -0.15394], [-3.34302, -1.26933, -1.59972], [-3.90952, -0.02554, -0.99894], [-3.99857, -0.98011, -0.95436], [2.27081, -4.05018, 2.03485], [2.64372, -4.21968, 3.53140], [1.93670, -3.97025, 2.92813], [-3.49470, -3.28847, 1.64115], [-3.13652, -2.42842, 2.80062], [-3.90532, -2.85187, 2.39806], [3.72702, -2.88898, -3.84229], [2.64980, -3.16244, -4.90241], [2.75067, -3.06549, -3.94910], [1.98218, -1.71755, -2.58883], [2.66398, -0.48742, -1.83404], [2.09974, -1.25402, -1.75197], [-4.11798, -0.03345, 2.37290], [-4.13181, 0.30574, 3.79518], [-3.49859, 0.01737, 3.12331], [-0.48558, -1.11967, 2.11661], [-0.96202, -0.27214, 3.42008], [-0.27541, -0.76955, 2.98986], [4.05525, -1.07251, 2.72709], [2.56448, -1.60209, 2.81057], [3.44982, -1.78252, 2.48757], [-5.14474, 1.49690, -2.83622], [-5.77247, 1.98473, -2.27732], [-0.61737, -2.40481, -3.09150], [-1.31848, -2.18925, -4.36952], [-0.41448, -2.21910, -4.01803], [2.41070, 4.19913, -1.77236], [0.04404, 1.42372, -4.04551], [5.95097, 0.25496, 1.74687], [-1.14109, -5.37972, -1.26189], [1.04539, 0.02004, 0.31898], [-5.12846, 2.69840, -2.14817], [-0.54533, 2.89037, 2.03482], [-0.64332, 2.43068, 1.19622], [-0.21310, 3.76899, 1.77413], [0.46030, -5.06790, -4.40041], [-0.40701, -4.67515, -4.30002], [1.06671, -4.39615, -4.70523], [4.03463, 1.74870, 1.83479], [3.19575, 1.33108, 1.58787], [4.51855, 1.78142, 1.00266], [1.65576, 4.56952, 2.85941], [2.59053, 4.43271, 3.04302], [1.32382, 3.79973, 3.33895], [-0.26942, -0.07446, -1.65894], [-0.51564, -0.44732, -2.51979], [-0.18017, -0.86214, -1.10772], [-0.62476, -1.27985, 6.63494], [-0.17566, -0.46842, 6.82726], [-0.18281, -1.69142, 5.88563], [2.87110, 1.95348, 5.28286], [2.34191, 1.47454, 4.63499], [3.35982, 2.54359, 4.70056]],
  "atomic_forces_ev_per_a": [[-0.4, -0.6, 0.1], [-0.1, -0.2, 0.1], [0.4, -1.0, -0.1], [-0.1, 0.3, -0.3], [-0.4, 0.0, -0.8], [0.4, -0.3, 0.9], [0.2, 0.0, 0.0], [0.2, 0.6, -0.5], [-0.3, 0.3, 0.0], [0.3, 0.5, 0.7], [0.0, -0.1, 0.4], [0.7, 0.1, -1.1], [-0.2, 0.0, 0.2], [-0.3, -0.4, 0.4], [0.3, 0.3, -0.5], [-0.3, -0.4, -0.2], [0.3, 1.1, 0.1], [0.2, 0.0, -0.1], [0.2, 0.0, 0.0], [0.5, -0.3, -0.1], [0.3, -0.4, -0.8], [-0.3, 0.9, 0.9], [0.0, -0.3, 0.1], [-0.5, 0.0, -0.1], [0.3, 0.7, -0.4], [0.0, -0.1, 0.4], [0.0, 0.0, 0.1], [-0.3, 0.2, -0.8], [0.2, 0.1, -0.4], [-0.4, 0.4, 0.2], [0.4, 0.3, 0.2], [-0.3, 0.1, 0.1], [1.0, 0.4, -0.3], [0.1, 0.1, 0.3], [-0.1, -0.2, 0.2], [-0.1, 0.2, -0.4], [0.0, 0.6, 0.2], [0.3, 0.5, 0.0], [-0.4, -1.1, -0.5], [-0.3, -0.4, 0.1], [-0.2, -0.2, 0.0], [0.2, 0.4, 0.3], [0.3, -0.4, -0.2], [0.1, 0.0, -0.3], [-0.4, 0.1, 0.2], [0.4, -0.1, -0.2], [-0.4, 0.0, -0.6], [-0.5, -0.1, 0.7], [-0.1, -0.2, 0.2], [0.0, 0.3, 0.4], [0.4, -0.1, -0.1], [0.1, 0.1, 0.4], [0.2, 0.1, -0.8], [0.3, -0.3, 0.0], [0.5, 0.2, -0.2], [-1.2, 1.2, 0.0], [-0.1, 0.6, -0.4], [0.7, -1.0, 0.6], [-0.6, -0.1, -0.8], [0.2, -0.1, -0.5], [-0.2, 0.4, 1.1], [-0.3, 0.5, -0.3], [0.2, -0.3, -1.0], [0.2, -0.6, 1.5], [-0.2, -0.2, -0.3], [0.2, 0.4, 0.1], [0.5, -0.1, -0.2], [0.7, 0.2, 0.0], [0.1, 0.1, -0.2], [-0.7, -0.2, 0.1], [-0.2, -0.2, 0.0], [-0.2, 0.2, 0.2], [0.4, 0.1, -0.4], [-1.1, 0.1, 0.0], [-0.1, 0.1, 0.0], [0.7, -0.2, -0.6], [0.5, 0.2, -0.4], [0.2, -0.1, -0.5], [-0.7, -0.4, 0.9], [0.4, -0.5, -0.2], [0.4, -0.5, 0.6], [-0.8, 0.0, 0.1], [-1.0, 0.3, 0.1], [-0.6, 0.1, -0.6], [1.6, -0.9, 1.2], [-0.1, 0.1, -0.1], [0.2, 0.1, 0.5], [0.1, -0.4, -0.1], [-0.8, -0.8, -0.2], [1.6, 0.2, -0.4], [0.3, -0.3, 0.1], [0.8, 0.1, 0.2], [-0.2, -0.5, 0.5], [-0.1, 1.2, 0.0], [0.1, -0.3, -0.1], [-0.3, 0.1, 0.2], [-0.3, 0.1, 0.2], [-0.3, 0.0, -0.3], [-0.8, 0.5, 0.5], [0.1, 0.6, 0.2], [-0.2, -0.4, 0.1], [-0.3, -0.5, -0.1], [-0.2, -1.1, 0.2], [0.1, 0.5, -0.6], [-0.1, 0.4, 0.3], [-0.2, 0.0, 0.0], [-0.3, -0.1, -0.1], [-0.1, 0.4, 0.0], [0.5, -0.5, 0.8], [0.4, 0.6, -0.4], [-0.8, 0.0, -0.1], [-0.9, -0.3, 0.1], [0.2, 0.4, 0.1], [0.1, 0.1, 0.1], [-0.4, -1.1, 0.0], [0.6, -0.1, 0.1], [0.2, 0.2, 0.0], [-0.1, 0.0, -0.5], [-0.2, -0.3, 0.2], [0.3, 0.1, 0.2]],
  "mulliken_charge": [0.35, 0.15, -0.68, -0.01, 0.04, -0.14, 0.30, 0.28, -0.61, 0.35, 0.30, -0.67, 0.31, 0.37, -0.62, 0.18, -0.46, 0.24, -0.53, 0.31, 0.48, -0.72, 0.31, 0.27, -0.63, 0.10, -0.14, -0.04, 0.25, 0.44, -0.56, -0.32, 1.33, -0.12, -0.49, 1.78, 0.24, 0.19, -0.50, 0.40, 0.32, -0.66, 0.23, 0.31, -0.62, 0.41, 0.32, -0.67, 0.25, 0.22, -0.52, 0.32, -0.75, 0.35, 0.24, -0.63, 0.27, -0.71, 0.22, 0.30, -0.50, -0.04, 0.39, -0.66, 0.08, 0.28, -0.65, 0.27, 0.26, -0.56, 0.35, 0.28, -0.64, 0.28, 0.31, -0.59, 0.13, 0.05, -0.17, 0.22, 0.33, -0.67, 0.16, 0.01, -0.38, 0.23, 0.27, -0.49, 0.34, -0.61, 0.06, 0.30, -0.43, 0.31, 0.19, 0.43, 0.27, -0.37, 0.26, -0.48, 0.04, 0.36, -0.66, 0.32, 0.32, -0.70, 0.30, 0.20, -0.63, 0.27, 0.29, 0.72, -0.02, -0.55, -0.60, 0.29, 0.31, -0.64, 0.31, 0.30],
  "homo_energy_ev": -10.4,
  "total_charge": 0,
  "gap_ha": 0.3545
}

---

Here are the calculated ΔE to the lowest compared entry with this formula, charge and spin numbers, same order: 0.0000 8.3086 (eV).